1.
{"formula": "C5H9N", "method": "the ωB97M-V functional and the def2-TZVPD basis", "symbols": ["N", "C", "C", "C", "C", "C", "H", "H", "H", "H", "H", "H", "H", "H", "H"], "coordinates": [[-2.522, 1.631, 2.243], [1.841, -0.901, -0.487], [-0.159, 0.475, -0.035], [-1.653, 0.701, -0.054], [0.430, -0.597, -0.730], [-2.143, 1.215, 1.233], [1.038, -0.359, -1.719], [0.749, -0.292, 1.411], [-0.200, -1.462, -0.942], [0.445, 1.363, 0.146], [2.254, -1.839, -0.850], [2.535, -0.067, -0.419], [-2.184, -0.235, -0.267], [-1.957, 1.421, -0.828], [1.454, -0.725, 1.283]], "forces_ev_per_a": [[0.364, -0.396, -0.974], [0.072, -0.011, -0.079], [0.103, 0.003, -0.176], [-0.062, -0.035, -0.043], [-0.097, -0.040, 0.242], [-0.333, 0.362, 0.851], [-0.009, 0.064, -0.076], [0.116, -0.048, -0.044], [0.093, 0.133, 0.028], [-0.067, -0.154, 0.019], [-0.080, 0.123, 0.052], [-0.118, -0.105, 0.023], [0.086, 0.121, 0.043], [0.041, -0.089, 0.123], [-0.110, 0.072, 0.012]], "relative_energy_ev": 5.358, "lumo_energy_ev": [0.47, 0.47], "total_energy_ha": -250.4700}

2.
{"formula": "C4H11NO2S", "method": "the ωB97M-V functional and the def2-TZVPD basis", "symbols": ["S", "O", "O", "N", "C", "C", "C", "C", "H", "H", "H", "H", "H", "H", "H", "H", "H", "H", "H"], "coordinates": [[1.992, 1.232, -2.003], [-1.317, -1.702, 2.601], [-2.403, 1.814, 1.131], [0.185, -0.820, 0.963], [-1.258, -0.888, 1.683], [-0.453, -0.917, -1.465], [0.228, -0.105, -0.314], [1.717, -0.050, -0.630], [-1.488, 0.120, 2.176], [-1.912, -0.971, 0.784], [-2.461, 1.504, 2.045], [-0.347, 0.828, -0.326], [-1.458, -1.062, -1.198], [-0.211, -0.434, -2.417], [2.108, -1.073, -1.118], [2.179, 0.247, 0.225], [0.505, -1.778, 0.799], [-1.853, 1.304, 0.612], [0.126, -1.797, -1.787]], "forces_ev_per_a": [[0.429, -0.309, 0.326], [-0.442, -4.591, 3.153], [-3.008, 3.366, 1.475], [-1.412, 0.857, 1.038], [1.645, 3.163, -2.093], [2.388, 0.661, -0.793], [0.306, -3.140, -0.747], [-1.013, -0.171, -4.923], [0.866, 0.117, -1.041], [-0.775, -0.163, -0.177], [0.602, -0.463, -0.867], [0.882, 0.309, 0.434], [-1.432, -0.558, -0.346], [-1.068, 1.053, 0.046], [-0.896, 1.981, 1.663], [1.822, 0.492, 2.285], [-0.438, 0.209, 0.212], [1.885, -2.076, -0.942], [-0.341, -0.736, 1.296]], "relative_energy_ev": 2.575, "lumo_energy_ev": 6.14, "total_energy_ha": -762.2894, "total_charge": -2}

3.
{"formula": "C24H50N2O2P2SSn", "method": "the ωB97M-V functional and the def2-TZVPD basis", "symbols": ["Sn", "S", "P", "P", "O", "O", "N", "N", "C", "C", "C", "C", "C", "C", "C", "C", "C", "C", "C", "C", "C", "C", "C", "C", "C", "C", "C", "C", "C", "C", "C", "C", "H", "H", "H", "H", "H", "H", "H", "H", "H", "H", "H", "H", "H", "H", "H", "H", "H", "H", "H", "H", "H", "H", "H", "H", "H", "H", "H", "H", "H", "H", "H", "H", "H", "H", "H", "H", "H", "H", "H", "H", "H", "H", "H", "H", "H", "H", "H", "H", "H", "H"], "coordinates": [[-0.155, 0.046, -0.330], [0.374, 0.460, 2.374], [0.092, -2.739, 0.323], [0.029, 2.516, -1.182], [3.341, -0.344, -0.714], [-3.341, 1.001, 1.338], [-0.899, 1.555, 4.511], [0.597, 2.910, 3.725], [1.582, -3.583, 1.045], [-1.524, 4.884, -1.353], [-2.736, -3.081, 0.555], [0.851, 1.726, -3.722], [-1.401, -3.030, 2.687], [1.314, -5.092, 1.198], [-1.397, -3.442, 1.213], [-2.657, 0.380, 0.635], [-1.701, 0.358, 4.788], [1.727, 3.234, -1.018], [1.843, 4.573, -1.754], [-1.312, 3.617, -0.518], [2.209, -0.552, -0.763], [-0.944, 2.701, 5.290], [-0.306, 2.418, -2.996], [2.213, 3.334, 0.432], [-0.087, -3.501, -1.366], [0.001, 1.690, 3.507], [-1.102, 3.945, 0.962], [1.288, -3.594, -2.063], [-1.673, 1.766, -3.263], [0.006, 3.551, 4.817], [-1.050, -2.660, -2.186], [2.055, -2.932, 2.349], [2.372, -3.435, 0.283], [-1.044, -0.504, 4.925], [2.380, 2.499, -1.525], [1.374, 5.385, -1.183], [2.270, -5.575, 1.454], [-1.756, 0.751, -2.850], [-0.701, -1.610, -2.195], [0.259, 4.562, 5.112], [1.103, 0.760, -3.262], [1.655, 4.089, 0.997], [0.594, -5.290, 2.011], [-1.390, -1.933, 2.797], [-0.346, 3.462, -3.348], [-0.208, -0.341, -3.587], [-1.855, 1.709, -4.345], [-0.282, 4.657, 1.119], [-2.831, -3.527, -0.443], [1.274, -2.896, 3.118], [-2.493, 2.351, -2.827], [-2.255, 0.529, 5.710], [2.141, 2.390, 0.987], [-0.555, -3.449, 3.241], [-2.077, -2.663, -1.830], [-0.476, -4.515, -1.186], [-1.670, 2.777, 6.086], [-2.869, -1.987, 0.497], [2.397, -1.901, 2.191], [-1.712, 4.661, -2.411], [1.154, -3.728, -3.147], [-0.666, 5.566, -1.272], [1.410, 4.542, -2.762], [2.909, 4.820, -1.871], [0.200, -0.966, -3.785], [3.268, 3.643, 0.442], [-2.319, -3.415, 3.157], [-3.547, -3.500, 1.174], [-2.412, 5.407, -0.966], [2.896, -3.521, 2.739], [-2.006, 4.419, 1.366], [-2.227, 2.997, -0.582], [1.892, -4.438, -1.697], [0.949, -5.547, 0.263], [1.785, 2.295, -3.691], [-2.379, 0.181, 3.950], [0.578, 1.564, -4.773], [-1.041, -2.954, -3.244], [1.415, 3.229, 3.203], [-0.904, 3.055, 1.570], [-1.242, -4.531, 1.119], [1.868, -2.664, -1.914]], "forces_ev_per_a": [[-0.206, -0.671, 2.446], [0.488, -1.141, -0.940], [-1.464, -2.486, -0.642], [-0.302, 1.925, -2.091], [-4.364, -1.138, -0.246], [2.763, -2.849, -3.022], [-0.042, 0.360, -0.341], [-0.502, -0.500, 0.120], [1.100, 1.228, 0.253], [0.279, 0.170, -0.548], [0.000, -0.294, -0.099], [0.565, 0.142, 0.194], [-0.106, -0.119, 0.340], [-0.696, -0.194, -0.180], [-0.328, 0.957, 0.381], [-2.763, 3.156, 2.951], [-0.069, -0.074, -0.139], [0.733, -0.946, 0.661], [-0.361, 0.372, -0.324], [-0.574, -0.747, 1.014], [5.304, 1.675, 0.140], [0.234, -0.653, -0.487], [0.095, -0.534, -0.075], [0.211, 0.134, 0.430], [0.645, 0.924, -0.275], [-0.094, 1.667, 1.303], [-0.055, 0.192, 0.435], [0.103, -0.088, -0.106], [-0.233, 0.390, 0.090], [0.278, -0.342, -0.916], [-0.223, -0.070, -0.311], [0.143, 0.078, 0.221], [-0.338, -0.083, 0.285], [-0.040, 0.149, 0.006], [-0.316, 0.189, 0.046], [0.195, -0.252, -0.191], [-0.228, 0.274, -0.068], [0.057, -0.022, -0.080], [-0.104, -0.192, 0.060], [0.121, -0.259, 0.022], [-0.008, 0.400, -0.241], [0.150, -0.060, -0.231], [0.387, 0.007, -0.328], [-0.019, -0.358, -0.025], [-0.014, -0.238, 0.339], [0.552, -1.381, -0.657], [0.066, -0.071, 0.296], [-0.224, -0.138, -0.132], [-0.169, 0.174, 0.464], [0.315, -0.128, -0.204], [0.132, -0.087, -0.160], [-0.022, -0.040, -0.180], [0.061, 0.060, -0.222], [-0.285, 0.118, -0.087], [0.113, -0.011, -0.146], [-0.144, 0.285, 0.099], [0.236, 0.141, 0.077], [-0.085, -0.484, -0.031], [0.053, -0.213, 0.019], [-0.018, 0.213, 0.329], [0.040, -0.004, 0.384], [-0.401, -0.193, -0.059], [0.171, 0.131, 0.270], [-0.239, -0.196, 0.132], [-0.690, 0.820, 0.041], [-0.292, -0.096, -0.085], [0.289, 0.132, -0.128], [0.285, 0.229, -0.218], [0.244, -0.243, -0.006], [-0.196, 0.243, -0.053], [0.173, -0.115, -0.198], [0.302, 0.167, -0.136], [-0.187, 0.348, -0.131], [0.146, 0.029, 0.412], [-0.262, 0.228, -0.168], [-0.017, -0.010, 0.240], [0.162, -0.086, 0.293], [-0.060, 0.004, 0.242], [-0.476, -0.015, 0.312], [-0.054, 0.122, -0.162], [0.179, 0.346, -0.066], [-0.102, -0.362, -0.214]], "lumo_energy_ev": [-15.26, -15.26], "total_energy_ha": -2498.0486, "total_charge": 4}

4.
{"formula": "C6H10O", "method": "the ωB97M-V functional and the def2-TZVPD basis", "symbols": ["O", "C", "C", "C", "C", "C", "C", "H", "H", "H", "H", "H", "H", "H", "H", "H", "H"], "coordinates": [[-0.554, 1.276, -0.226], [1.504, 0.155, -0.366], [-2.065, -0.531, 0.240], [-0.869, -0.073, -0.574], [1.171, -0.552, 0.907], [0.851, 1.522, -0.265], [0.405, -0.864, -0.344], [1.102, 1.964, 0.712], [1.142, 2.237, -1.042], [-2.892, 0.178, 0.150], [0.644, 0.057, 1.639], [-2.405, -1.509, -0.119], [1.947, -1.193, 1.297], [-1.112, -0.123, -1.649], [2.434, -0.061, -0.885], [0.490, -1.859, -0.774], [-1.793, -0.627, 1.297]], "forces_ev_per_a": [[-0.097, 0.065, -0.010], [0.167, 0.152, 0.197], [-0.032, -0.006, 0.022], [-0.067, -0.210, 0.022], [0.095, -0.166, 0.335], [0.189, 0.092, -0.120], [-0.076, -0.040, -0.061], [0.071, 0.127, -0.374], [-0.257, -0.188, -0.189], [0.107, -0.086, -0.001], [0.242, -0.148, 0.040], [0.045, 0.138, 0.056], [-0.343, -0.491, 0.046], [0.029, -0.005, 0.164], [-0.117, 0.378, 0.177], [0.091, 0.327, -0.173], [-0.048, 0.060, -0.131]], "relative_energy_ev": 0.857, "smiles": "C[C@H]1OC[C@H]2C[C@H]21", "lumo_energy_ev": 1.15, "total_energy_ha": -309.8109}